# 1
The following is a quantum chemistry calculation of a cluster of 3 separate species, CH9NO3 in total, from the Open Molecules 2025 dataset.

As for the structure (SMILES): NCO.O.O. Its energy above the lowest of the compared OMol25 structures with the same formula, charge and spin is 12.9 kcal/mol. The max |F| comes out at 2.9 eV Å⁻¹. For the HOMO-LUMO gap, the calculation gives 10.55 eV. The highest occupied orbital energy is -9.74 eV. The total energy comes out at -323.9470 Eh. As for the LUMO energy: 0.81 eV.

ORCA input file:
```
! wB97M-V def2-TZVPD RIJCOSX def2/J DEFGRID3
* xyz 0 1
N -0.932 0.577 0.667
C -1.516 -0.361 -0.383
O -0.470 -1.114 -1.027
H -1.650 1.347 0.935
H -0.613 0.015 1.557
H -1.941 0.327 -1.123
H -2.369 -1.044 -0.095
H 0.100 -1.493 -0.271
O 1.655 -1.014 0.683
H 1.924 -0.201 0.270
H 2.454 -1.437 0.980
O 1.372 1.357 -0.462
H 0.383 1.433 -0.398
H 1.603 1.607 -1.334
*
```



# 2
The following is a quantum chemistry calculation of a cluster of 4 separate species, CH9NO3 in total, from the Open Molecules 2025 dataset.

Its energy above the lowest of the compared OMol25 structures with the same formula, charge and spin is 38.9 kcal/mol. The max |F| comes out at 4.0 eV Å⁻¹. For the HOMO-LUMO gap (alpha / beta), the calculation gives 7.59 / 3.35 eV. The highest occupied orbital energy (alpha / beta) is -13.89 / -13.89 eV. The total energy comes out at -323.5514 Eh. As for the LUMO energy (alpha / beta): -6.29 / -10.53 eV.

ORCA input file:
```
! wB97M-V def2-TZVPD RIJCOSX def2/J DEFGRID3
* xyz 1 2
C -0.408 2.010 0.130
N 0.536 1.842 -0.683
H -0.638 1.043 0.618
H -0.900 3.011 0.173
H 0.958 2.685 -1.141
H -0.065 0.126 -1.416
H -0.502 -0.351 -2.779
O -0.540 -0.592 -1.842
H 0.835 -1.942 1.476
H 2.377 -1.803 1.593
O 1.671 -2.426 1.418
H -1.463 -1.601 1.358
H -0.989 -1.095 0.073
O -0.873 -0.908 1.022
*
```



# 3
The following is a quantum chemistry calculation of a structure of composition CH9Na2O8, from the Open Molecules 2025 dataset.

The max |F| comes out at 10.6 eV Å⁻¹. For the HOMO-LUMO gap, the calculation gives 3.06 eV. The highest occupied orbital energy is -1.85 eV. The total energy comes out at -970.1067 Eh. As for the LUMO energy: 1.21 eV.

ORCA input file:
```
! wB97M-V def2-TZVPD RIJCOSX def2/J DEFGRID3
* xyz -1 1
Na -2.231 -0.717 0.445
Na 0.453 -2.454 1.280
O 0.047 -0.685 -0.349
H 0.540 -0.106 0.264
C -0.837 0.510 2.820
O -1.463 1.288 2.184
O -0.974 -0.724 2.726
O -0.185 1.009 3.736
O -1.100 1.775 -0.898
H -1.577 1.759 -0.068
H -0.612 0.952 -0.910
O 1.386 2.446 0.231
H 2.114 2.476 -0.390
H 0.645 2.128 -0.284
O -0.694 -1.497 -2.685
H -0.416 -0.999 -1.916
H -0.426 -0.959 -3.429
O 2.128 -1.995 -1.074
H 1.464 -1.359 -0.807
H 1.739 -2.846 -0.874
*
```